The following is a DFT calculation (wB97M-V/def2-TZVPD) of a single C14H17NO4 molecule.

Results
- gap between HOMO and LUMO (eV) = 9.85
- SMILES = O=C(O)[C@@H]1[C@H]2C(=O)N(C3CCCC3)C[C@]23C=C[C@H]1O3
- energy relative to the best compared isomer or geometry (same formula, charge and spin) (kcal/mol) = 25.95

Cartesian coordinates (Å):
O: 1.62164 -1.35488 4.05807
C: 0.88259 -0.71920 3.35578
O: -0.04046 0.11011 3.85863
C: 0.86732 -0.81357 1.85457
C: 0.05764 0.23413 1.09305
C: 0.76604 0.98381 -0.03014
O: 1.83242 1.54960 0.04165
N: -0.03111 0.93389 -1.12249
C: 0.36783 1.52026 -2.38348
C: -0.75189 2.35703 -3.02874
C: -1.30058 1.49138 -4.16063
C: -0.05294 0.78895 -4.68974
C: 0.75061 0.45114 -3.43159
C: -1.23056 0.13204 -0.96755
C: -0.94022 -0.65434 0.29023
C: -1.93960 -1.17307 1.29300
C: -1.26524 -2.07628 1.99536
C: 0.11782 -2.12238 1.37848
O: -0.14468 -1.80963 0.03181
H: 0.01514 0.11742 4.82785
H: 1.89942 -0.86039 1.49990
H: -0.43468 0.94729 1.75427
H: 1.22830 2.14577 -2.13067
H: -1.51160 2.64364 -2.30376
H: -0.32243 3.26895 -3.44379
H: -1.80234 2.08155 -4.92601
H: -2.01108 0.75940 -3.77429
H: -0.28840 -0.09604 -5.27881
H: 0.51256 1.47761 -5.31892
H: 1.82193 0.45055 -3.62178
H: 0.48461 -0.53782 -3.05743
H: -1.37186 -0.53428 -1.82022
H: -2.11947 0.76159 -0.84326
H: -2.93329 -0.79492 1.42393
H: -1.56626 -2.64906 2.84938
H: 0.69032 -3.03794 1.48591

Atomic partial charges in e from the Mulliken method, atoms 1 to 2:
1 O -0.60
2 C 0.05



The following is a DFT calculation (wB97M-V/def2-TZVPD) of a molecular structure, C14H18BBaN10O.

Results
- total charge = +2
- gap between HOMO and LUMO (alpha / beta) (eV) = 9.42 / 5.03
- 2S+1 = 2
- energy relative to the best compared isomer or geometry (same formula, charge and spin) (kcal/mol) = 2.69
- ⟨S²⟩ = 0.762

Cartesian coordinates (Å):
Ba: -0.29733 -1.73424 -0.45173
C: -2.14165 0.39230 2.44866
C: -0.93373 -0.32119 2.54824
N: -0.06510 0.05334 1.61471
N: -0.69313 1.02778 0.89949
C: -1.94675 1.22974 1.37773
B: -0.04469 1.79741 -0.27312
N: 1.38551 1.34138 -0.55608
C: 2.54493 2.03491 -0.48129
C: 3.56318 1.24227 -0.94716
C: 2.93159 0.04638 -1.29847
N: 1.62603 0.10581 -1.06646
N: -0.98634 1.69372 -1.47296
C: -1.35286 2.58885 -2.42171
C: -2.18392 1.96182 -3.31476
C: -2.25568 0.64361 -2.85355
N: -1.54505 0.47876 -1.74558
N: 0.07053 3.31249 0.21717
C: -0.01544 3.77578 1.42317
C: 0.28070 5.19084 1.37803
C: 0.53495 5.43814 0.00061
N: 0.42780 4.34750 -0.69491
H: -3.01710 0.30864 3.06877
H: -0.65915 -1.08828 3.25703
H: -2.60894 1.94921 0.92132
H: 2.58519 3.04757 -0.11995
H: 4.60555 1.49272 -1.02975
H: 3.37239 -0.84789 -1.71060
H: -0.99649 3.60286 -2.40587
H: -2.66324 2.39124 -4.17626
H: -2.80555 -0.18374 -3.27475
H: -0.25552 3.15959 2.27625
H: 0.29353 5.88052 2.20731
H: 0.79335 6.37268 -0.47284
C: -1.28322 -5.69099 1.38392
N: 0.01615 -6.11427 0.89318
C: 0.83558 -5.29464 0.22453
N: 2.02151 -5.77254 -0.18696
O: 0.50971 -4.09918 -0.00417
H: -1.77188 -6.54706 1.83924
H: -1.91015 -5.33593 0.56634
H: -1.18417 -4.90968 2.13793
H: 0.31067 -7.05852 1.07507
H: 2.29001 -6.73383 -0.06968
H: 2.61821 -5.17588 -0.73010

Atomic partial charges in e from the Mulliken method, atoms 1 to 2:
1 Ba 1.97
2 C -0.96



The following is a DFT calculation (wB97M-V/def2-TZVPD) of a molecular structure, C14H18BBe2BrCaF4N2NaO21S4 in a non-equilibrium geometry.

Results
- total charge = +1
- gap between HOMO and LUMO (eV) = 3.47

Cartesian coordinates (Å):
C: 2.00494 0.21280 0.91257
C: 2.13661 1.60746 0.38547
O: 2.57271 1.78123 -0.72522
O: 1.78189 2.68091 1.16953
C: 0.44200 3.13125 1.17109
S: -0.74258 2.40228 0.04270
O: -0.25298 1.30842 -0.73087
O: -1.26285 3.47021 -0.73322
N: -1.93618 1.89535 1.07970
S: -2.85447 0.88877 0.43445
O: -4.21704 1.03751 1.00982
O: -2.44752 -0.45171 0.55403
F: -3.16593 1.21577 -1.03514
H: 1.06421 -0.17965 0.57007
H: 2.02519 0.25618 1.99276
H: 2.79613 -0.38840 0.53404
H: 0.43330 4.18907 0.98319
H: 0.03911 3.04068 2.17045
Na: 4.47177 -0.37966 0.34738
C: -3.08371 4.21731 3.06847
C: -3.50136 5.40989 3.94183
C: -3.60594 6.74173 3.16257
O: -2.73599 5.55940 4.89286
H: -2.10769 4.40139 2.63882
H: -3.05568 3.26739 3.60195
H: -3.80123 4.11702 2.25079
H: -4.90321 5.08777 4.22371
H: -2.62398 7.01609 2.79119
H: -3.98116 7.54514 3.79351
H: -4.28181 6.64420 2.31492
Be: -4.16197 -0.83337 -1.86808
F: -5.71383 4.74892 3.72238
Ca: -6.09108 0.71445 1.86705
N: -7.61773 5.43678 0.04082
S: -8.62430 6.34288 -0.94358
O: -8.94989 7.62869 -0.46400
O: -9.64258 5.60412 -1.57240
F: -7.57854 6.62572 -2.05301
S: -8.37162 4.97856 1.41692
O: -7.47633 4.48151 2.40094
O: -9.59752 4.28746 1.28979
F: -8.88851 6.40705 2.12551
B: 3.34114 -5.55013 -2.46505
O: 4.02255 -4.50606 -1.63681
C: 3.13929 -3.66495 -1.22456
O: 3.36363 -2.69435 -0.53115
C: 1.74954 -4.08008 -1.74963
O: 0.72497 -3.49710 -1.53571
O: 1.90054 -5.17338 -2.46289
O: 3.88462 -5.57703 -3.82837
C: 4.36798 -6.79249 -4.07428
O: 4.88084 -7.15228 -5.08722
C: 4.14536 -7.64579 -2.81354
O: 4.45450 -8.78865 -2.66961
O: 3.54654 -6.89096 -1.89477
Be: -10.76373 6.73143 2.26613
O: 7.11675 -4.92675 -2.23431
C: 7.80707 -5.89787 -2.16870
O: 9.15643 -5.84517 -2.30238
C: 9.70706 -7.17539 -2.28591
C: 8.66478 -8.03053 -1.57627
C: 7.36109 -7.33770 -1.97461
H: 9.87376 -7.49345 -3.31657
H: 10.66099 -7.15991 -1.76519
H: 8.71031 -9.08121 -1.85228
H: 8.80227 -7.96171 -0.49638
H: 6.96982 -7.71883 -2.91873
H: 6.60580 -7.40990 -1.19847
Br: -6.68652 7.17171 1.02153

Atomic partial charges in e from the Mulliken method, atoms 1 to 2:
1 C -0.02
2 C 0.46



The following is a DFT calculation (wB97M-V/def2-TZVPD) of a molecular structure, C14H18BiI2O4SY in a non-equilibrium geometry.

Results
- total charge = +4
- gap between HOMO and LUMO (eV) = 6.10
- energy relative to the best compared isomer or geometry (same formula, charge and spin) (kcal/mol) = 7.72

Cartesian coordinates (Å):
I: 3.72945 -0.28099 1.78264
I: 3.66654 2.43651 1.74708
Y: 0.72689 1.06020 0.76107
Bi: -0.18415 -2.25829 0.02945
S: 1.28088 -0.20554 -1.53896
C: -2.19626 -1.69266 -1.03884
C: -1.73840 -3.41365 1.76492
C: 0.73905 -0.04988 -3.28779
C: 1.55569 1.08713 -3.88854
C: -0.73857 0.28049 -3.37937
C: 1.07278 -1.38495 -3.95488
C: -0.93664 2.75871 1.86077
C: -1.58552 1.51274 -0.26063
O: -2.49797 -3.48114 2.61200
O: -3.26200 -2.00227 -1.38518
O: -1.70329 3.48531 2.31840
O: -2.64140 1.73276 -0.67214
H: 1.34412 1.15960 -4.96278
H: 2.63117 0.91608 -3.76137
H: 1.29805 2.04699 -3.42372
H: -1.01949 0.27740 -4.43860
H: -0.95006 1.28449 -3.00712
H: -1.37772 -0.42128 -2.84180
H: 0.86036 -1.33491 -5.02396
H: 0.47740 -2.20990 -3.55110
H: 2.13628 -1.61945 -3.83594
C: 0.83354 1.29107 4.56430
C: 0.07669 0.00551 4.18193
C: 0.80908 -1.19725 4.78265
C: -1.33118 0.12359 4.78328
C: -0.00602 -0.18307 2.72800
C: -0.16992 -0.79051 1.63620
H: 0.90191 1.36147 5.66093
H: 0.31532 2.18941 4.19789
H: 1.84996 1.29577 4.15021
H: 0.90544 -1.09064 5.87623
H: 0.27119 -2.12958 4.56588
H: 1.81196 -1.27630 4.34762
H: -1.83415 1.00601 4.36853
H: -1.92573 -0.76282 4.53827
H: -1.28128 0.23485 5.87945

Atomic partial charges in e from the Mulliken method, atoms 1 to 2:
1 I 0.16
2 I 0.25



The following is a DFT calculation (wB97M-V/def2-TZVPD) of a molecular structure, C14H18Br3Cl2F9O6 in a non-equilibrium geometry.

Results
- gap between HOMO and LUMO (eV) = 10.10

Cartesian coordinates (Å):
C: -3.45008 -0.06024 -0.07724
C: -3.34171 -1.47274 -0.57425
O: -3.18084 -1.61599 -2.01448
C: -4.13620 -1.24304 -2.75973
O: -5.25606 -0.87296 -2.54497
C: -3.78388 -1.31256 -4.27658
F: -3.35238 -0.06037 -4.62961
F: -2.73479 -2.10297 -4.66680
F: -4.80523 -1.63506 -5.09449
H: -3.48064 -0.08059 1.01973
H: -4.41832 0.37960 -0.34763
H: -2.60350 0.59370 -0.30419
H: -4.09947 -2.20158 -0.31520
H: -2.43915 -1.95395 -0.26531
C: 0.63650 -1.59296 -1.95419
C: -0.05423 -2.72422 -2.60125
O: 0.91077 -3.82103 -2.97243
C: 1.16037 -4.76409 -2.16863
O: 0.62577 -5.03159 -1.10732
C: 2.27299 -5.70104 -2.82605
F: 2.57010 -6.75141 -2.12312
F: 1.79860 -6.13941 -3.99846
F: 3.39486 -4.95369 -3.00689
H: -0.16728 -0.96671 -1.66665
H: 1.30731 -1.07537 -2.60471
H: 1.12100 -1.93183 -1.04273
H: -0.45228 -2.29282 -3.49568
H: -0.79047 -3.25473 -1.97699
C: 0.49675 3.25105 5.48091
C: 1.79795 2.49103 5.17800
O: 2.98609 3.15359 5.81726
C: 3.48220 4.08344 5.04071
O: 3.05121 4.43985 3.91708
C: 4.81561 4.77164 5.60377
F: 4.83745 4.93030 6.92074
F: 5.81372 3.91503 5.31735
F: 5.04455 5.93217 5.01759
H: 0.42088 4.12865 4.87923
H: 0.37080 3.43390 6.57738
H: -0.30522 2.54210 5.29581
H: 2.01014 2.24104 4.14430
H: 1.86104 1.57601 5.75480
C: 0.94776 0.62402 0.73041
Br: 0.16501 2.39583 1.19124
Br: 0.55279 -0.65976 2.18859
Br: 2.79096 0.83105 0.21297
H: 0.40589 0.38661 -0.13543
C: -1.06111 2.11960 -3.81138
Cl: 0.09597 1.11590 -4.71545
Cl: -0.77258 2.08936 -2.09267
H: -1.02876 3.17307 -4.17744
H: -2.03086 1.67417 -3.93993

Atomic partial charges in e from the Mulliken method, atoms 1 to 2:
1 C -0.98
2 C -0.34



The following is a DFT calculation (wB97M-V/def2-TZVPD) of a molecular structure, C14H18F4N2O3Pt.

Results
- gap between HOMO and LUMO (alpha / beta) (eV) = 8.14 / 7.63
- 2S+1 = 3
- energy relative to the best compared isomer or geometry (same formula, charge and spin) (kcal/mol) = 0.00
- ⟨S²⟩ = 2.012

Cartesian coordinates (Å):
Pt: 0.18188 -0.13021 -0.08735
C: 2.20196 0.85776 -2.27897
N: 1.18398 -0.17347 -2.10759
C: 1.78183 -1.50421 -2.28274
C: 0.02547 0.04665 -2.98294
C: -1.16877 -0.79581 -2.56661
N: -1.40130 -0.63713 -1.12744
C: -2.60026 -1.06359 -0.57772
C: -2.95878 -0.64580 0.71409
F: -2.13918 0.16090 1.41181
C: -4.14965 -1.00283 1.31011
F: -4.40658 -0.53484 2.53770
C: -5.07207 -1.80866 0.67301
C: -4.73781 -2.24065 -0.59037
F: -5.57387 -3.04095 -1.26575
C: -3.54762 -1.89088 -1.20265
F: -3.31876 -2.42244 -2.41985
H: 2.60881 0.84306 -3.29742
H: 3.00889 0.67592 -1.57096
H: 1.76665 1.83796 -2.08467
H: 2.22378 -1.59581 -3.28212
H: 1.02351 -2.27244 -2.15313
H: 2.54452 -1.64680 -1.51983
H: 0.28320 -0.16429 -4.03005
H: -0.23656 1.10327 -2.90376
H: -1.01844 -1.84447 -2.83177
H: -2.02619 -0.44767 -3.14756
H: -6.00214 -2.08923 1.14167
C: 3.22155 2.60096 1.41710
C: 2.18404 1.58193 1.85916
C: 1.84959 1.71312 3.33565
O: 0.95947 1.78613 1.10734
C: 2.70465 0.15954 1.57505
O: 3.75388 -0.17191 2.09218
O: 1.98400 -0.60688 0.82182
H: 2.87371 3.61400 1.63426
H: 3.42433 2.51452 0.34741
H: 4.15190 2.42661 1.95281
H: 1.53432 2.73233 3.56305
H: 2.72508 1.46032 3.93083
H: 1.03892 1.03369 3.59937
H: 1.01432 2.60600 0.60768

Atomic partial charges in e from the Mulliken method, atoms 1 to 2:
1 Pt 0.94
2 C -1.08



The following is a DFT calculation (wB97M-V/def2-TZVPD) of a molecular structure, C14H18F6N3O2SbTi.

Results
- total charge = +3
- gap between HOMO and LUMO (alpha / beta) (eV) = 7.36 / 6.59
- 2S+1 = 2
- energy relative to the best compared isomer or geometry (same formula, charge and spin) (kcal/mol) = 8.35
- ⟨S²⟩ = 0.777

Cartesian coordinates (Å):
Ti: -1.79508 0.24823 -0.73657
N: -2.11495 -1.67093 0.10867
C: -2.61442 -1.69252 1.53048
C: -4.03823 -1.17213 1.56815
C: -4.18490 0.17218 0.86939
C: -3.36188 1.32419 1.47174
N: -2.46532 1.89045 0.41155
H: -2.76390 -2.19410 -0.48493
H: -1.22910 -2.17419 0.04641
H: -1.93014 -1.08412 2.12399
H: -2.55353 -2.71549 1.90073
H: -4.35409 -1.08320 2.60953
H: -4.71598 -1.89565 1.10989
H: -5.23822 0.44757 0.79950
H: -3.95948 0.05526 -0.22388
H: -2.72509 0.99187 2.28921
H: -4.00733 2.11438 1.85067
H: -1.71848 2.44488 0.82994
H: -2.99849 2.51894 -0.19186
O: -0.02613 0.92212 2.17272
C: 0.51988 0.50917 1.20477
O: -0.24330 0.28656 0.04724
C: 1.99207 0.29589 1.02400
C: 2.81397 0.61052 2.10749
C: 4.18420 0.44826 1.95703
C: 4.65880 -0.01819 0.72896
C: 6.05158 -0.20993 0.46655
C: 6.50057 -0.68390 -0.77901
C: 5.59357 -0.96904 -1.78048
C: 4.22143 -0.79055 -1.55543
C: 3.73259 -0.30878 -0.29591
N: 2.41085 -0.15390 -0.14994
H: 2.38822 0.97968 3.03058
H: 4.86260 0.67867 2.76901
H: 6.77181 0.01970 1.24385
H: 7.56265 -0.81933 -0.93779
H: 5.92993 -1.33105 -2.74321
H: 3.49943 -1.01507 -2.33058
F: -0.76676 1.10108 -2.27930
Sb: -2.12573 0.81835 -3.73405
F: -0.91132 -0.21562 -4.63715
F: -2.19792 -0.77576 -2.32562
F: -3.67416 0.19403 -4.48240
F: -3.09868 1.43025 -2.13333
F: -1.88152 2.47123 -4.47064

Atomic partial charges in e from the Mulliken method, atoms 1 to 2:
1 Ti 1.40
2 N -0.39



The following is a DFT calculation (wB97M-V/def2-TZVPD) of 2 unconnected molecules or ions with the total composition C14H18FN3O2 in a non-equilibrium geometry.

Results
- gap between HOMO and LUMO (eV) = 9.14
- SMILES = CNC(=O)[C@H](C)NC(C)=O.Fc1ccc2[nH]ccc2c1

Cartesian coordinates (Å):
C: -5.35044 -2.85620 -0.40343
N: -4.13710 -2.05308 -0.52622
C: -4.11350 -0.72721 -0.70129
O: -5.14874 -0.06810 -0.75999
C: -2.75301 0.00475 -0.81093
C: -2.24127 0.07183 -2.25779
N: -1.66451 -0.45566 0.07186
C: -1.10590 -1.66511 0.14076
C: -0.04852 -1.85366 1.20274
O: -1.40515 -2.60179 -0.58713
H: -5.09536 -3.91659 -0.40039
H: -6.01567 -2.64824 -1.24359
H: -5.86672 -2.60308 0.52382
H: -3.24276 -2.53213 -0.53065
H: -2.96809 1.03329 -0.51716
H: -1.99536 -0.92723 -2.62012
H: -1.35340 0.70328 -2.30835
H: -3.01399 0.49923 -2.89837
H: -1.29304 0.23830 0.70160
H: 0.30309 -2.88421 1.17075
H: -0.48014 -1.64644 2.18003
H: 0.78416 -1.17874 1.01522
F: 0.11401 2.09184 0.39262
C: 1.44462 1.85353 0.33882
C: 1.95897 0.94323 -0.59706
C: 3.33596 0.67994 -0.65289
C: 4.18930 1.34157 0.23357
N: 5.56485 1.29904 0.41567
C: 5.94484 2.16089 1.44214
C: 4.80740 2.76120 1.92333
C: 3.68359 2.24740 1.15949
C: 2.31297 2.51004 1.22071
H: 1.28197 0.44284 -1.28253
H: 3.73363 -0.02379 -1.37749
H: 6.20276 0.72403 -0.13264
H: 6.95629 2.33144 1.80164
H: 4.75302 3.48746 2.72873
H: 1.92126 3.21613 1.94451

Atomic partial charges in e from the Mulliken method, atoms 1 to 2:
1 C -1.00
2 N -0.05



no.,molar mass (g/mol)
1,263.29
2,490.51
3,926.36
4,834.06
5,763.89
6,533.38
7,543.93
8,279.31